A structure of composition C17H40IrNOP3, computed with ωB97M-V/def2-TZVPD.

XYZ file:
```
63
Properties=species:S:1:pos:R:3
Ir 1.3505 0.0691 -0.6086
P 2.8697 0.8872 -2.0191
P -0.3826 -0.1887 -2.1931
P 2.5562 -0.8380 1.1642
H -1.5457 -4.2776 -0.1208
C -1.2843 -3.9591 0.8934
C -1.9750 -3.0293 1.5737
H -2.8748 -2.5415 1.1814
C 3.4133 -0.0488 -3.4793
C 2.1936 2.4307 -2.7360
C 4.4548 1.3289 -1.2231
C -1.7245 -1.3288 -1.6532
C -1.3021 1.3680 -2.5213
C -0.0378 -0.8738 -3.8481
C 1.4437 -1.9671 2.0837
C 3.0829 0.4423 2.3578
C 4.0481 -1.8395 0.8410
H -0.4427 -4.4834 1.3624
H -1.6799 -2.7553 2.5912
H 4.0381 -0.8880 -3.1490
H 4.0046 0.5852 -4.1540
H 2.5457 -0.4298 -4.0307
H 3.0052 3.0294 -3.1708
H 1.7058 3.0083 -1.9413
H 1.4507 2.2150 -3.5147
H 5.0667 1.9004 -1.9364
H 4.9726 0.3976 -0.9626
H 4.2886 1.9272 -0.3172
H -2.2932 -1.6218 -2.5456
H -2.4144 -0.8446 -0.9499
H -1.3126 -2.2342 -1.1915
H -1.7207 1.3262 -3.5369
H -0.6444 2.2421 -2.4406
H -2.1297 1.4619 -1.8037
H -1.0111 -1.1203 -4.2978
H 0.5485 -1.7977 -3.7571
H 0.4722 -0.1512 -4.4954
H 2.0442 -2.7578 2.5506
H 0.7169 -2.4388 1.4074
H 0.8955 -1.4251 2.8652
H 4.0081 0.1311 2.8599
H 2.2969 0.5883 3.1083
H 3.2600 1.3861 1.8301
H 4.1993 -2.5383 1.6765
H 4.9271 -1.1871 0.7678
H 3.9633 -2.4328 -0.0778
C 1.9262 -3.2967 -1.4418
C 2.7939 -3.2750 -2.5902
C 3.8111 -4.1975 -2.7160
C 3.9797 -5.2008 -1.7597
C 3.1449 -5.2630 -0.6399
C 2.1072 -4.3592 -0.4935
O 1.0729 -2.3502 -1.2026
H 1.7504 1.5781 -0.1649
H 2.5999 -2.5293 -3.3591
H 4.4649 -4.1485 -3.5886
H 4.7693 -5.9408 -1.8869
H 3.2851 -6.0360 0.1158
H 1.3988 -4.4096 0.3292
N -0.2849 0.4800 0.7502
H -0.2892 -0.0830 1.6010
H -1.2280 0.4396 0.3579
H -0.1357 1.4558 1.0037
```

Results
⟨S²⟩: 6.037
Net charge: +3
HOMO-LUMO gap (spin up / spin down) in eV: 6.955 / 4.801
Relative energy (zero: lowest compared OMol25 entry of this formula, charge and spin) in kJ/mol: 0.0
2S+1: 5

In the Mulliken picture, each atom carries the following charge in e: 1.56, 0.64, 0.75, 0.88, 0.32, -0.70, -0.58, 0.38, -1.30, -1.26, -1.02, -1.07, -1.22, -1.45, -1.18, -1.23, -1.32, 0.45, 0.34, 0.38, 0.58, 0.28, 0.51, 0.39, 0.39, 0.52, 0.31, 0.30, 0.58, 0.52, -0.12, 0.43, 0.32, 0.42, 0.63, 0.21, 0.41, 0.54, -0.12, 0.54, 0.46, 0.38, 0.35, 0.53, 0.51, 0.13, -0.21, -0.34, -0.71, -0.52, -0.66, 0.32, -0.59, 0.01, 0.64, 0.47, 0.46, 0.49, 0.13, -0.79, 0.24, 0.28, 0.42